Density functional theory data (wB97M-V/def2-TZVPD) for a 6-piece molecular cluster, C24H24BF4O14 overall.

multiplicity: 1
relative energy (zero: lowest compared OMol25 entry of this formula, charge and spin): 50.1 kcal per mole
E_LUMO: -0.736 eV
charge: -1
DFT total energy: -65484.465 eV
orbital gap: 5.9 eV

Geometry (Å):
B  -0.8094  0.4265  0.4812
F  0.1964  0.4961  -0.5011
F  -0.3066  -0.3699  1.4499
F  -1.0329  1.7255  0.8939
F  -2.0743  -0.0250  0.0290
C  -5.1746  -1.1402  -4.6109
C  -3.9115  -0.8392  -5.4105
C  -2.6676  -0.7225  -4.7387
O  -1.6647  -0.6205  -5.2794
C  -2.8145  -0.5696  -3.3313
C  -4.0063  -0.8018  -2.5265
C  -5.2894  -1.1997  -3.2723
O  -6.3246  -1.4294  -2.5951
O  -4.2882  -0.6920  -1.1572
O  -3.9867  -0.9779  -6.7689
H  -6.0611  -1.4037  -5.0818
H  -1.8624  -0.2616  -2.6797
H  -3.5157  -0.3621  -0.7130
H  -3.1547  -0.8526  -7.1068
C  5.6759  -0.8663  1.7091
C  5.6327  0.6870  1.8600
C  4.3666  1.2921  1.7351
O  4.2408  2.4920  1.7471
C  3.1450  0.4839  1.4281
C  3.1862  -0.9934  1.2525
C  4.4888  -1.6801  1.5185
O  4.6098  -2.8714  1.4478
O  1.9836  -1.7198  1.2176
O  6.7553  1.3657  2.1112
H  6.7499  -1.2326  2.0845
H  2.1896  1.0103  1.2906
H  1.1838  -1.0547  0.9784
H  6.6205  2.2713  2.4477
C  3.6931  6.2386  3.6312
C  4.0260  7.0737  2.3028
C  3.0426  6.8820  1.2822
O  3.1507  7.6896  0.2410
C  1.9425  5.9241  1.3906
C  1.8216  5.0342  2.6416
C  2.5507  5.4143  3.8350
O  2.3339  4.9797  4.9654
O  1.0783  3.8414  2.6751
O  5.0140  7.9667  2.0334
H  4.5019  6.4681  4.5206
H  1.5495  5.4422  0.5210
H  0.6632  3.9160  1.9002
H  4.7301  8.4414  1.1488
C  0.6445  -2.8560  -2.8595
C  0.0584  -3.9563  -1.9427
O  0.3202  -5.0658  -2.0382
C  -1.1596  -3.4509  -1.0953
H  -0.0639  -2.3908  -3.7707
H  1.6072  -3.2506  -3.1852
H  0.8958  -1.9262  -2.1681
H  -1.0510  -2.5751  -0.6291
H  -1.3438  -4.2185  -0.0739
H  -2.0922  -3.3684  -1.4360
C  -3.4369  -2.9871  1.4797
C  -4.1133  -4.2622  1.0149
O  -4.2917  -4.5088  -0.1179
C  -4.5029  -5.3668  2.0872
H  -3.5545  -2.2098  0.8530
H  -2.4206  -3.2063  1.5243
H  -3.7661  -2.7336  2.4920
H  -4.0304  -6.2572  2.0347
H  -5.6083  -5.5365  1.8545
H  -4.2686  -4.7497  2.9782

Density functional theory data (wB97M-V/def2-TZVPD) for C24H24Cl2N4O3STl as an isolated structure.

multiplicity: 2
E_LUMO (alpha / beta): 4.403 / 4.401 eV
charge: -2
DFT total energy: -77954.680 eV
orbital gap (alpha / beta): 5.3 / 5.8 eV

Geometry (Å):
Tl  -0.0869  -0.9404  1.5440
O  -1.5672  -1.5211  3.8158
N  -2.7680  -1.1279  3.5660
C  -3.7603  -2.0256  3.5749
C  -5.0742  -1.6888  3.3338
C  -5.3833  -0.3552  3.0759
C  -4.3668  0.5678  3.0643
C  -3.0301  0.2054  3.2958
S  -1.7759  1.3258  3.2647
H  -3.4441  -3.0371  3.7876
H  -5.8311  -2.4589  3.3389
H  -6.4042  -0.0535  2.8782
H  -4.5494  1.6118  2.8610
N  3.8054  -1.2487  4.1568
C  3.2840  -2.3830  4.7267
C  2.0604  -2.5568  4.1484
N  1.8401  -1.5658  3.2505
C  2.8899  -0.7943  3.2733
H  4.7002  -0.8297  4.3490
H  3.8166  -2.9497  5.4663
H  1.3229  -3.3177  4.3039
H  3.0097  0.0629  2.6395
Cl  1.1346  -6.3643  -2.1497
C  0.2899  -4.8901  -1.8408
Cl  0.0439  -3.8208  0.3993
H  -0.7618  -5.0042  -2.0479
H  0.7901  -4.0581  -2.3116
C  1.8069  1.1996  -5.8512
C  1.1165  0.4675  -4.7295
C  0.5182  -0.7627  -4.9808
C  -0.0638  -1.4947  -3.9592
C  -0.0509  -1.0039  -2.6701
C  0.5149  0.2397  -2.4039
N  0.5476  0.6744  -1.0790
C  0.0981  1.8925  -0.6289
C  -1.0150  2.5043  -1.2064
C  -1.5242  3.6723  -0.6782
C  -0.9287  4.2589  0.4256
C  0.2031  3.6824  0.9758
C  0.7334  2.5141  0.4618
C  2.0252  1.9499  1.0275
O  2.8537  2.7368  1.4920
O  2.1903  0.6935  0.9268
C  1.1068  0.9860  -3.4358
C  1.7335  2.3034  -3.0868
H  1.7632  0.6237  -6.7745
H  2.8578  1.3610  -5.6090
H  1.3515  2.1742  -6.0325
H  0.5255  -1.1615  -5.9887
H  -0.5235  -2.4509  -4.1686
H  -0.4649  -1.5709  -1.8489
H  1.3260  0.3367  -0.4898
H  -1.4912  2.0305  -2.0544
H  -2.4004  4.1250  -1.1276
H  -1.3466  5.1637  0.8466
H  0.6989  4.1451  1.8172
H  0.9578  3.0468  -2.9046
H  2.3927  2.6749  -3.8650
H  2.3032  2.2061  -2.1648

Density functional theory data (wB97M-V/def2-TZVPD) for a 11-piece molecular cluster, C24H24Cl40IN2O2 overall.

multiplicity: 1
relative energy (zero: lowest compared OMol25 entry of this formula, charge and spin): 40.9 kcal per mole
E_LUMO: -4.422 eV
charge: +1
DFT total energy: -541337.257 eV
orbital gap: 6.9 eV

Geometry (Å):
C  2.7800  -2.1912  -0.3966
O  1.9005  -2.0562  -1.5243
C  1.0431  -0.9280  -1.2803
C  0.2059  -0.6038  -2.5572
C  -0.6699  0.6900  -2.3760
C  -1.5929  0.4481  -1.1014
C  -2.8688  1.3663  -1.1132
C  -3.8255  0.9839  0.0670
C  -4.2529  -0.5414  0.1154
N  -5.7184  -0.6033  0.4561
N  -5.9452  -0.7660  1.7273
C  -7.2212  -0.7881  2.1172
C  -8.2895  -0.6629  1.1360
C  -8.0232  -0.5095  -0.2822
I  -9.5290  -0.3278  -1.7850
C  -6.5497  -0.4811  -0.6036
C  -6.1194  -0.2786  -2.0807
C  -6.3517  -1.5761  -2.9925
O  -6.0104  -2.7871  -2.3356
H  2.7783  -1.2841  0.2694
H  3.8176  -2.3047  -0.7891
H  2.5537  -3.0839  0.2371
H  1.6710  -0.0216  -1.0570
H  0.3975  -1.1907  -0.3996
H  -0.5006  -1.4525  -2.7359
H  0.8840  -0.4918  -3.4346
H  -0.0500  1.6119  -2.1961
H  -1.3021  0.8935  -3.2723
H  -1.0177  0.7190  -0.1765
H  -1.8697  -0.6364  -1.1281
H  -3.3636  1.4035  -2.1143
H  -2.5068  2.4097  -0.8957
H  -4.7701  1.5971  0.0985
H  -3.3127  1.2097  1.0416
H  -3.6699  -1.0066  0.9514
H  -4.0081  -1.1303  -0.7945
H  -7.4606  -0.8914  3.1956
H  -9.3385  -0.6751  1.5044
H  -6.8332  0.4934  -2.4873
H  -5.1038  0.1490  -2.2109
H  -7.3835  -1.5850  -3.4370
H  -5.6655  -1.4581  -3.8728
H  -6.7227  -3.1209  -1.7706
C  -7.8244  -6.0633  -0.3701
Cl  -7.2115  -6.8944  -1.8051
Cl  -6.5263  -5.9043  0.8247
Cl  -8.4031  -4.4432  -0.8289
Cl  -9.1627  -6.9851  0.3256
C  5.9079  -3.4475  1.4861
Cl  6.8983  -2.3023  0.5677
Cl  4.7343  -2.5511  2.4725
Cl  5.0438  -4.5157  0.3662
Cl  6.9493  -4.4157  2.5414
C  8.6438  1.6656  1.7133
Cl  7.4100  0.4577  2.1196
Cl  9.3399  1.2873  0.1291
Cl  7.8999  3.2709  1.6668
Cl  9.9203  1.6427  2.9407
C  -7.9278  3.7379  0.3689
Cl  -9.2893  4.0130  1.4643
Cl  -7.7721  1.9891  0.0521
Cl  -8.2104  4.5891  -1.1572
Cl  -6.4353  4.3317  1.1137
C  5.6442  5.0459  4.5757
Cl  4.3505  4.9133  5.7825
Cl  5.0807  6.0295  3.2123
Cl  7.0608  5.8125  5.3113
Cl  6.0824  3.4326  3.9930
C  1.9024  -7.5103  -0.2757
Cl  1.3633  -6.4839  1.0659
Cl  0.5006  -8.0183  -1.2328
Cl  3.0102  -6.5804  -1.2962
Cl  2.7326  -8.9388  0.3606
C  10.4380  5.0669  -1.1084
Cl  11.4175  6.2279  -2.0161
Cl  9.2569  5.9414  -0.1164
Cl  9.5846  4.0032  -2.2407
Cl  11.4877  4.0964  -0.0590
C  -1.2779  -4.5275  3.5910
Cl  -0.2791  -3.7636  2.3414
Cl  -1.6320  -6.1986  3.1268
Cl  -0.4075  -4.5133  5.1320
Cl  -2.7982  -3.6267  3.7618
C  2.3692  1.1484  2.7581
Cl  1.5569  -0.0573  3.7735
Cl  4.0166  0.6067  2.4016
Cl  1.4742  1.3370  1.2375
Cl  2.4248  2.6989  3.6103
C  10.0936  9.1713  -4.6794
Cl  9.4711  8.3136  -3.2601
Cl  11.3104  10.3528  -4.1674
Cl  10.8323  8.0074  -5.7931
Cl  8.7634  10.0096  -5.4975

Density functional theory data (wB97M-V/def2-TZVPD) for one molecule with the formula C24H24N4O3.

multiplicity: 1
relative energy (zero: lowest compared OMol25 entry of this formula, charge and spin): 463.6 kcal per mole
E_LUMO: -1.101 eV
DFT total energy: -37361.478 eV
orbital gap: 6.4 eV

Geometry (Å):
C  7.3540  0.0541  0.1696
N  6.1977  -0.5648  0.4343
C  5.0261  0.1782  0.1647
C  4.8997  1.4089  -0.2236
C  3.6868  1.9099  -0.6075
C  2.3814  1.3393  -0.2527
C  2.3597  -0.0502  0.2466
C  3.6094  -0.5577  0.1857
H  3.5485  -1.6029  0.4567
H  1.5450  -0.4920  0.1084
N  1.2346  2.3104  -0.6100
N  0.0998  1.7317  -0.3405
C  -1.0036  1.9692  -0.4864
C  -1.3662  3.4671  0.2502
C  -2.7131  3.7551  0.1239
C  -3.7783  2.9339  -0.1564
C  -3.3458  1.5894  -0.7936
C  -2.0941  1.2760  -0.8138
C  -1.5475  0.1291  -1.4608
O  -0.5299  -0.2925  -1.3962
O  -2.7435  -0.8030  -1.7401
C  -2.4756  -2.0320  -1.8378
H  -1.8304  -2.0310  -2.8959
C  -1.5192  -2.8411  -0.8441
O  -0.7918  -3.6435  -1.6863
N  -1.3478  -2.5068  0.2787
C  -2.2695  -1.7689  0.9054
C  -3.6250  -1.5672  0.8043
C  -4.5665  -0.8460  1.5677
C  -3.9112  0.2084  2.2397
C  -2.5604  0.4892  2.2124
C  -1.7700  -0.5572  1.5120
H  -0.6376  -0.3683  1.7154
H  -2.1638  1.0734  2.7921
H  -4.6254  0.8990  2.6530
H  -5.5170  -0.7216  1.4258
H  -4.0562  -2.5542  0.1200
C  -0.4231  -3.1193  1.4020
H  -0.1115  -4.0141  0.6686
H  -0.9665  -3.2336  2.2072
H  0.5203  -2.5569  1.4184
H  -3.4452  -2.5843  -1.8692
H  -4.2412  1.0670  -1.2291
H  -4.7841  3.1531  -0.2252
H  -3.0649  4.7856  0.6198
H  -0.4495  3.9322  0.6187
H  3.7407  3.0154  -0.7103
H  5.8972  1.8452  -0.2560
C  6.0848  -1.8096  0.8502
H  5.6191  -2.5660  0.2470
H  7.0898  -2.1032  1.2357
H  5.4158  -1.9444  1.7630
H  8.2830  -0.6273  0.0464
H  7.6194  0.7945  0.8606
H  7.3942  0.3695  -0.8217

Density functional theory data (wB97M-V/def2-TZVPD) for an isolated ion of composition C24H24NO7S2 and charge -1.

multiplicity: 1
relative energy (zero: lowest compared OMol25 entry of this formula, charge and spin): 0.0 kcal per mole
E_LUMO: 2.809 eV
charge: -1
DFT total energy: -62763.434 eV
orbital gap: 6.5 eV

Geometry (Å):
C  2.9566  -0.3126  0.9688
C  2.4571  -0.3902  -0.4756
C  3.0867  -1.7601  -0.9217
N  3.5292  0.6118  -1.3361
O  3.3403  0.6942  -2.5681
O  4.3126  1.3492  -0.7265
H  2.2467  -0.9961  1.5181
H  3.9737  -0.7834  1.0669
H  2.9546  0.7221  1.4112
H  2.8550  -2.4881  -0.1114
H  2.6597  -2.0662  -1.8895
H  4.2237  -1.7207  -0.9694
C  0.4628  5.4063  3.4135
O  1.3072  5.0951  2.2767
C  1.2992  3.8425  1.7484
C  1.8750  3.7180  0.4378
C  1.7141  2.5248  -0.2701
C  1.0442  1.4400  0.2724
C  1.0777  0.1441  -0.4744
C  -0.2782  -0.4614  -0.4771
S  -0.4589  -1.9616  -1.2670
C  -0.3153  -3.1083  0.0869
C  0.6580  -4.1100  0.0476
C  0.8441  -4.9248  1.1599
C  -0.0174  -4.8047  2.2615
C  -1.0458  -3.8509  2.2538
C  -1.1890  -2.9794  1.1718
O  -1.8268  -2.0065  -1.7547
O  0.6378  -2.1542  -2.1937
S  -1.7384  0.6104  -0.3432
C  -3.0209  0.3776  -1.6180
C  -4.3033  0.0500  -1.1859
C  -5.3108  -0.1165  -2.1337
C  -5.0516  0.0842  -3.4868
C  -3.7691  0.4746  -3.8993
C  -2.7528  0.6426  -2.9593
O  -2.3283  0.2206  0.9796
O  -1.2944  1.9405  -0.6345
C  0.4451  1.5557  1.5396
C  0.5751  2.7362  2.2972
H  0.6986  6.4553  3.6059
H  -0.6151  5.3020  3.1796
H  0.7199  4.7959  4.2998
H  2.3850  4.5813  -0.0003
H  2.1326  2.4198  -1.2392
H  1.4431  -0.1073  -1.6335
H  1.2734  -4.2293  -0.8499
H  1.6663  -5.6451  1.1475
H  0.1082  -5.4540  3.1291
H  -1.7420  -3.7706  3.0916
H  -1.9613  -2.2064  1.1639
H  -4.4623  -0.1067  -0.1251
H  -6.3024  -0.4069  -1.7949
H  -5.8494  -0.0412  -4.2220
H  -3.5539  0.6497  -4.9488
H  -1.7492  0.9396  -3.2614
H  -0.0464  0.7155  1.9918
H  0.0199  2.8637  3.2503

Density functional theory data (wB97M-V/def2-TZVPD) for a 2-piece molecular cluster, C24H24O7 overall.

multiplicity: 1
relative energy (zero: lowest compared OMol25 entry of this formula, charge and spin): 160.3 kcal per mole
E_LUMO: -0.749 eV
DFT total energy: -39603.345 eV
orbital gap: 8.6 eV

Geometry (Å):
C  2.9148  -5.2609  1.2750
O  1.7139  -5.9437  0.6988
C  1.5086  -5.4656  -0.7039
C  -0.0570  -5.4882  -1.1879
C  -1.0333  -4.4005  -0.4462
C  -0.2922  -3.4269  0.6447
C  -1.3999  -2.5044  1.4894
C  -0.2792  -1.4951  2.1923
O  -0.0016  -1.2681  3.4798
O  0.3730  -0.9485  0.9591
C  0.6372  -2.1741  0.1351
C  0.5547  -1.6923  -1.4337
C  2.0146  -0.9887  -1.8084
O  2.1479  0.3349  -2.0756
O  3.2897  -1.7720  -1.9219
H  2.8547  -4.0922  1.1886
H  3.8653  -5.6942  0.7093
H  2.9781  -5.6285  2.4010
H  2.0910  -6.2602  -1.3780
H  2.0652  -4.4400  -0.8846
H  -0.0531  -5.3797  -2.3720
H  -0.5156  -6.5686  -0.9840
H  -1.6069  -3.7505  -1.2622
H  -1.8558  -5.0179  0.1334
H  0.3255  -3.8926  1.5262
H  -2.2637  -1.9915  0.8832
H  -1.9250  -3.1439  2.3315
H  1.7901  -2.3337  0.3549
H  -0.2696  -0.8667  -1.6292
H  0.4064  -2.5905  -2.1811
H  3.1518  -2.5874  -1.3529
C  1.6522  3.2010  -2.3460
C  1.8476  4.5786  -2.4415
C  1.0789  5.4483  -1.6664
C  0.1026  4.9395  -0.8013
C  -0.1096  3.5635  -0.7241
C  0.6751  2.6913  -1.4897
C  -1.1702  3.0185  0.1478
O  -1.3548  1.8098  0.2189
C  -2.0102  3.9511  0.9254
C  -3.0569  3.4517  1.7114
C  -3.8477  4.3257  2.4605
C  -3.5904  5.6961  2.4343
C  -2.5520  6.1969  1.6478
C  -1.7666  5.3231  0.8843
C  -0.6936  5.8660  0.0279
O  -0.4698  7.0707  0.0008
H  2.2576  2.5227  -2.9432
H  2.6005  4.9765  -3.1183
H  1.2405  6.5224  -1.7424
H  0.5244  1.6152  -1.4245
H  -3.2624  2.3828  1.7399
H  -4.6632  3.9362  3.0660
H  -4.2017  6.3764  3.0234
H  -2.3602  7.2684  1.6286

Question: What is the DFT total energy in the first record?
Answer: -65484.465 eV

Question: Among the records above, which one has the highest multiplicity?
Answer: C24H24Cl2N4O3STl

Question: The lowest DFT total energy belongs to which entry?
Answer: C24H24Cl40IN2O2

What did the fourth record say?
Density functional theory data (wB97M-V/def2-TZVPD) for one molecule with the formula C24H24N4O3.

multiplicity: 1
relative energy (zero: lowest compared OMol25 entry of this formula, charge and spin): 463.6 kcal per mole
E_LUMO: -1.101 eV
DFT total energy: -37361.478 eV
orbital gap: 6.4 eV

Geometry (Å):
C  7.3540  0.0541  0.1696
N  6.1977  -0.5648  0.4343
C  5.0261  0.1782  0.1647
C  4.8997  1.4089  -0.2236
C  3.6868  1.9099  -0.6075
C  2.3814  1.3393  -0.2527
C  2.3597  -0.0502  0.2466
C  3.6094  -0.5577  0.1857
H  3.5485  -1.6029  0.4567
H  1.5450  -0.4920  0.1084
N  1.2346  2.3104  -0.6100
N  0.0998  1.7317  -0.3405
C  -1.0036  1.9692  -0.4864
C  -1.3662  3.4671  0.2502
C  -2.7131  3.7551  0.1239
C  -3.7783  2.9339  -0.1564
C  -3.3458  1.5894  -0.7936
C  -2.0941  1.2760  -0.8138
C  -1.5475  0.1291  -1.4608
O  -0.5299  -0.2925  -1.3962
O  -2.7435  -0.8030  -1.7401
C  -2.4756  -2.0320  -1.8378
H  -1.8304  -2.0310  -2.8959
C  -1.5192  -2.8411  -0.8441
O  -0.7918  -3.6435  -1.6863
N  -1.3478  -2.5068  0.2787
C  -2.2695  -1.7689  0.9054
C  -3.6250  -1.5672  0.8043
C  -4.5665  -0.8460  1.5677
C  -3.9112  0.2084  2.2397
C  -2.5604  0.4892  2.2124
C  -1.7700  -0.5572  1.5120
H  -0.6376  -0.3683  1.7154
H  -2.1638  1.0734  2.7921
H  -4.6254  0.8990  2.6530
H  -5.5170  -0.7216  1.4258
H  -4.0562  -2.5542  0.1200
C  -0.4231  -3.1193  1.4020
H  -0.1115  -4.0141  0.6686
H  -0.9665  -3.2336  2.2072
H  0.5203  -2.5569  1.4184
H  -3.4452  -2.5843  -1.8692
H  -4.2412  1.0670  -1.2291
H  -4.7841  3.1531  -0.2252
H  -3.0649  4.7856  0.6198
H  -0.4495  3.9322  0.6187
H  3.7407  3.0154  -0.7103
H  5.8972  1.8452  -0.2560
C  6.0848  -1.8096  0.8502
H  5.6191  -2.5660  0.2470
H  7.0898  -2.1032  1.2357
H  5.4158  -1.9444  1.7630
H  8.2830  -0.6273  0.0464
H  7.6194  0.7945  0.8606
H  7.3942  0.3695  -0.8217